# 1
{
  "formula": "C5H4N3O2P",
  "method": "ωB97M-V/def2-TZVPD",
  "smiles": "[O-][n+]1cc2[pH]cnc2[n+]([O-])c1",
  "relative_energy_kj_mol": 0.0,
  "homo_energy_ev": [-8.80, -8.80],
  "largest_force_ev_per_a": 4.1,
  "lumo_ha": [-0.029, -0.029],
  "symbols": ["O", "N", "C", "C", "P", "C", "N", "C", "N", "O", "C", "H", "H", "H", "H"],
  "xyz": [[-2.903, 1.645, 0.076], [-1.866, 0.951, 0.072], [-0.652, 1.517, 0.153], [0.529, 0.613, 0.129], [2.300, 0.960, 0.301], [2.510, -0.861, 0.112], [1.437, -1.548, 0.063], [0.319, -0.761, 0.075], [-0.953, -1.277, -0.009], [-1.168, -2.498, -0.082], [-1.974, -0.402, -0.021], [-0.578, 2.586, 0.214], [2.506, 1.233, -1.055], [3.466, -1.363, 0.098], [-2.974, -0.797, -0.128]],
  "atomic_forces_ev_per_a": [[-1.04, 0.47, -0.03], [1.15, -0.07, 0.01], [3.46, -2.22, -0.07], [-3.51, 1.71, 0.15], [-0.32, -0.27, 0.26], [-0.05, 0.13, 0.01], [0.35, -1.04, -0.03], [0.37, 1.53, 0.03], [0.11, 0.83, 0.06], [-0.14, -0.85, -0.06], [-0.61, -0.45, -0.09], [-0.26, 0.13, 0.02], [0.16, 0.13, -0.36], [0.15, -0.04, 0.00], [0.17, 0.01, 0.09]],
  "nbo_charge": [-0.505, 0.116, -0.035, -0.327, 0.548, -0.141, -0.367, 0.209, 0.140, -0.459, 0.104, 0.239, 0.020, 0.214, 0.244]
}

---

# 2
{
  "formula": "C5H4N3S",
  "method": "ωB97M-V/def2-TZVPD",
  "smiles": "CC1=C2NN=C2C#S#[N+]1",
  "relative_energy_kj_mol": 349.8,
  "homo_energy_ev": [-14.06, -14.12],
  "largest_force_ev_per_a": 2.7,
  "lumo_ha": [-0.287, -0.283],
  "total_charge": 1,
  "symbols": ["C", "C", "C", "N", "N", "C", "C", "S", "N", "H", "H", "H", "H"],
  "xyz": [[0.609, -0.166, 1.895], [-0.256, -0.112, 0.648], [0.430, -0.017, -0.537], [1.289, 0.064, -1.542], [0.375, 0.263, -2.512], [-0.750, 0.235, -1.809], [-2.058, 0.281, -1.677], [-2.794, 0.102, -0.188], [-1.546, -0.112, 0.786], [0.902, 0.851, 2.155], [0.014, -0.586, 2.702], [1.496, -0.775, 1.747], [2.288, -0.028, -1.668]],
  "atomic_forces_ev_per_a": [[0.03, 0.06, 0.35], [0.00, 0.00, 0.75], [-1.97, 0.38, -1.77], [-0.30, -0.36, 1.34], [-0.16, 0.42, -1.26], [0.12, 0.10, -1.03], [2.15, -0.49, 1.43], [0.42, 0.11, -0.30], [-0.40, -0.14, 0.58], [0.02, -0.04, 0.04], [0.04, -0.01, -0.01], [0.06, -0.02, -0.06], [-0.01, -0.01, -0.07]],
  "nbo_charge": [-0.607, 0.129, 0.380, -0.333, -0.102, -0.017, -0.068, 0.917, -0.540, 0.257, 0.271, 0.241, 0.472]
}

---

# 3
{
  "formula": "C5H4N4",
  "method": "ωB97M-V/def2-TZVPD",
  "smiles": "N#C/C=C\\c1nc[nH]n1",
  "relative_energy_kj_mol": 446.2,
  "homo_energy_ev": -9.53,
  "largest_force_ev_per_a": 10.5,
  "lumo_ha": -0.011,
  "symbols": ["N", "C", "C", "C", "C", "N", "C", "N", "N", "H", "H", "H", "H"],
  "xyz": [[2.596, -1.527, -0.262], [2.078, -0.453, -0.060], [1.927, 1.097, 0.346], [0.637, 1.577, 0.029], [-0.459, 0.570, -0.176], [-0.322, -0.808, 0.210], [-1.612, -1.215, 0.200], [-2.396, -0.234, -0.050], [-1.760, 0.932, -0.279], [2.551, 1.835, 0.397], [0.352, 2.629, -0.370], [-1.834, -2.374, 0.103], [-3.323, -0.085, 0.497]],
  "atomic_forces_ev_per_a": [[-2.71, 5.31, 0.72], [4.33, -1.42, 1.11], [-8.44, -5.27, -3.34], [1.12, -1.35, -1.45], [-1.18, -0.96, 2.19], [-2.11, 1.75, -1.53], [4.70, -4.53, 0.03], [-5.49, 3.08, 0.94], [2.34, -0.22, 0.38], [4.90, 3.09, 0.49], [0.79, -1.65, 1.61], [0.01, 2.84, 0.92], [1.75, -0.67, -2.07]],
  "nbo_charge": [-0.326, 0.265, -0.232, -0.161, 0.228, -0.462, 0.188, -0.370, -0.261, 0.216, 0.249, 0.238, 0.429]
}

---

# 4
{
  "formula": "C5H4N4",
  "method": "ωB97M-V/def2-TZVPD",
  "smiles": "C=C1N=Nc2nc[nH]c21",
  "relative_energy_kj_mol": 481.4,
  "homo_energy_ev": -8.82,
  "largest_force_ev_per_a": 5.4,
  "lumo_ha": -0.032,
  "symbols": ["C", "C", "N", "N", "C", "N", "C", "N", "C", "H", "H", "H", "H"],
  "xyz": [[-2.205, 0.864, 1.116], [-0.953, 0.480, 1.196], [0.060, 0.537, 2.059], [1.219, 0.225, 1.667], [1.224, -0.266, 0.360], [2.199, -0.666, -0.456], [1.628, -0.786, -1.611], [0.296, -0.501, -1.575], [0.015, -0.131, -0.319], [-2.841, 1.022, 2.069], [-2.633, 1.053, 0.212], [2.315, -1.105, -2.353], [-0.324, -0.727, -2.365]],
  "atomic_forces_ev_per_a": [[-0.48, -0.06, 4.35], [1.41, -1.23, -5.09], [0.96, 0.07, 1.86], [0.01, -0.57, 0.19], [-2.72, 1.25, -0.22], [1.34, 0.16, 0.63], [1.48, -0.62, 0.68], [-0.96, -0.54, -2.05], [-0.80, 1.19, 4.25], [1.34, 0.11, -1.62], [-1.29, -0.08, -2.32], [-0.64, -0.25, -1.55], [0.36, 0.58, 0.88]],
  "nbo_charge": [-0.341, 0.210, -0.235, -0.053, 0.082, -0.417, 0.139, -0.531, 0.056, 0.231, 0.218, 0.215, 0.427]
}

---

# 5
{
  "formula": "C5H4N4O",
  "method": "ωB97M-V/def2-TZVPD",
  "relative_energy_kj_mol": 340.3,
  "homo_energy_ev": [-7.71, -7.71],
  "largest_force_ev_per_a": 4.0,
  "lumo_ha": [-0.006, -0.006],
  "symbols": ["C", "C", "C", "C", "C", "N", "N", "N", "N", "O", "H", "H", "H", "H"],
  "xyz": [[2.083, 0.365, -0.059], [0.990, 1.185, -0.067], [1.917, -1.023, -0.017], [-3.059, -0.111, 0.066], [-0.322, -0.827, 0.007], [0.736, -1.556, 0.075], [-2.467, 0.935, 0.113], [-1.209, 1.436, 0.056], [-0.279, 0.546, -0.090], [-3.858, -0.960, 0.021], [3.024, 0.738, -0.076], [1.091, 2.301, -0.056], [2.690, -1.649, -0.001], [-1.338, -1.381, 0.026]],
  "atomic_forces_ev_per_a": [[-2.71, -0.80, -0.17], [0.51, -0.88, -0.33], [-2.07, 2.49, 0.22], [-0.59, 0.58, -0.02], [-3.31, -0.10, -0.13], [0.47, -1.41, -0.39], [0.39, -0.05, 0.02], [-1.35, 0.78, -0.37], [1.98, 1.23, 1.16], [-0.21, -0.80, 0.00], [2.64, 1.33, -0.03], [-0.84, -1.42, -0.04], [3.17, -2.35, 0.10], [1.92, 1.39, -0.02]],
  "nbo_charge": [-0.242, 0.012, 0.001, 0.778, 0.113, -0.377, -0.387, -0.174, -0.095, -0.512, 0.222, 0.254, 0.190, 0.218]
}

---

# 6
{
  "formula": "C5H4NO2",
  "method": "ωB97M-V/def2-TZVPD",
  "relative_energy_kj_mol": 333.7,
  "homo_energy_ev": -2.50,
  "largest_force_ev_per_a": 5.4,
  "lumo_ha": 0.146,
  "total_charge": -1,
  "symbols": ["C", "C", "C", "C", "C", "N", "O", "O", "H", "H", "H", "H"],
  "xyz": [[-0.822, -1.217, -1.508], [-1.943, -0.630, -1.338], [0.084, 1.153, 0.793], [0.412, -0.136, -1.315], [0.961, 0.616, 2.010], [0.281, 0.522, -0.271], [-2.907, 0.060, -1.248], [1.077, 0.057, -2.337], [-0.747, -2.295, -1.504], [0.419, 0.550, 2.882], [1.686, 1.495, 2.168], [1.500, -0.175, 1.668]],
  "atomic_forces_ev_per_a": [[1.78, -0.35, 0.82], [-2.52, 1.99, -0.05], [0.05, 0.15, 1.45], [-1.83, -2.07, -3.25], [0.32, 4.82, -2.52], [0.22, 1.10, 2.68], [1.08, -1.15, -0.01], [1.09, -0.06, -0.28], [0.32, 0.15, -0.25], [-1.29, -0.58, 1.86], [-0.80, -1.18, -0.08], [1.58, -2.82, -0.39]],
  "nbo_charge": [-0.630, 0.672, 0.017, 0.614, -0.706, -0.523, -0.531, -0.726, 0.237, 0.198, 0.195, 0.182]
}

---

# 7
{
  "formula": "C5H4NS2",
  "method": "ωB97M-V/def2-TZVPD",
  "relative_energy_kj_mol": 525.9,
  "homo_energy_ev": [-2.88, -2.83],
  "largest_force_ev_per_a": 3.5,
  "lumo_ha": [0.086, 0.115],
  "total_charge": -1,
  "symbols": ["C", "C", "C", "C", "C", "N", "S", "S", "H", "H", "H", "H"],
  "xyz": [[0.769, -1.156, -0.208], [-0.218, -1.676, -0.985], [0.739, 0.037, 0.442], [-2.619, -1.400, 0.385], [-0.207, 1.051, 0.273], [-0.193, 2.102, -0.434], [-4.123, -0.982, 0.676], [-1.865, -1.038, -1.081], [1.689, -1.627, -0.316], [0.013, -2.460, -1.803], [-0.964, 0.801, 0.967], [-0.831, 2.873, -0.265]],
  "atomic_forces_ev_per_a": [[-0.74, 1.15, -0.46], [-1.08, -1.89, -2.69], [0.86, 0.79, 0.37], [-0.16, 0.31, -0.77], [0.21, -0.58, 0.75], [1.21, 1.60, -1.53], [-0.51, -0.07, 0.71], [1.16, -0.68, 0.07], [1.69, -1.23, 0.23], [-0.52, 1.09, 1.60], [-1.64, 0.29, 1.32], [-0.50, -0.80, 0.40]],
  "nbo_charge": [-0.342, -0.473, -0.172, -0.433, -0.002, -0.813, 0.013, 0.382, 0.190, 0.191, 0.138, 0.322]
}

---

# 8
{
  "formula": "C5H4O",
  "method": "ωB97M-V/def2-TZVPD",
  "relative_energy_kj_mol": 623.8,
  "homo_energy_ev": [-8.07, -8.39],
  "largest_force_ev_per_a": 3.9,
  "lumo_ha": [-0.003, -0.006],
  "symbols": ["C", "C", "C", "C", "C", "O", "H", "H", "H", "H"],
  "xyz": [[0.396, -1.158, 0.035], [1.649, -0.878, 0.033], [-0.861, -0.529, -0.498], [1.244, 0.436, 0.465], [-0.659, 0.880, -0.066], [0.622, 1.307, -0.415], [-0.852, -0.763, -1.508], [-1.804, -1.088, -0.285], [1.399, 0.737, 1.405], [-1.134, 1.057, 0.833]],
  "atomic_forces_ev_per_a": [[-0.12, 0.46, -0.09], [0.15, -0.41, -0.12], [-1.56, -1.91, 0.51], [-1.45, -0.64, -3.22], [1.30, -2.59, -1.35], [0.63, 0.84, 0.01], [0.54, 0.37, -2.45], [0.54, 0.98, 1.06], [0.37, 1.50, 3.54], [-0.40, 1.40, 2.11]],
  "nbo_charge": [0.078, -0.164, -0.546, 0.221, 0.055, -0.482, 0.238, 0.247, 0.178, 0.174]
}

---

# 9
{
  "formula": "C5H4O",
  "method": "ωB97M-V/def2-TZVPD",
  "smiles": "C#CC#CCO",
  "relative_energy_kj_mol": 295.8,
  "homo_energy_ev": -9.44,
  "largest_force_ev_per_a": 0.6,
  "lumo_ha": 0.022,
  "symbols": ["C", "C", "C", "C", "C", "O", "H", "H", "H", "H"],
  "xyz": [[2.888, 0.905, 0.648], [2.038, 0.717, -0.187], [0.872, 0.344, -0.827], [-0.244, -0.122, -0.835], [-1.406, -0.799, -0.245], [-2.611, -0.083, -0.264], [3.559, 1.024, 1.466], [-1.587, -1.770, -0.708], [-1.056, -0.983, 0.784], [-2.453, 0.767, 0.168]],
  "atomic_forces_ev_per_a": [[-0.28, -0.04, -0.34], [0.39, 0.11, 0.42], [-0.43, -0.24, 0.26], [0.56, 0.19, 0.17], [0.16, -0.29, -0.04], [-0.11, 0.28, 0.02], [0.16, 0.11, -0.24], [-0.06, 0.12, -0.05], [-0.26, -0.13, -0.09], [-0.11, -0.12, -0.11]],
  "nbo_charge": [-0.168, -0.090, -0.083, 0.049, -0.134, -0.689, 0.238, 0.212, 0.194, 0.471]
}

---

# 10
{
  "formula": "C5H4O2",
  "method": "ωB97M-V/def2-TZVPD",
  "smiles": "O=C1C=CCC1=O",
  "relative_energy_kj_mol": 59.4,
  "homo_energy_ev": -9.41,
  "largest_force_ev_per_a": 0.6,
  "lumo_ha": -0.021,
  "symbols": ["O", "C", "C", "C", "C", "C", "O", "H", "H", "H", "H"],
  "xyz": [[-0.051, 2.414, 0.799], [-0.152, 1.248, 0.507], [-0.013, 0.040, 1.349], [0.171, -1.031, 0.565], [0.163, -0.711, -0.913], [-0.362, 0.717, -0.936], [-0.783, 1.354, -1.863], [-0.067, 0.054, 2.432], [0.286, -2.047, 0.937], [1.163, -0.588, -1.347], [-0.354, -1.450, -1.529]],
  "atomic_forces_ev_per_a": [[-0.17, -0.49, -0.04], [-0.06, 0.44, 0.21], [0.00, -0.08, -0.11], [-0.01, 0.14, 0.03], [0.05, 0.02, -0.08], [-0.06, 0.27, -0.45], [0.14, -0.39, 0.47], [0.10, 0.00, -0.18], [0.04, 0.18, -0.10], [0.12, -0.37, 0.20], [-0.16, 0.28, 0.04]],
  "nbo_charge": [-0.472, 0.431, -0.312, -0.084, -0.567, 0.508, -0.460, 0.237, 0.221, 0.252, 0.246]
}